Formula: C5H5BBrClF9N3O8S
Source: the Open Molecules 2025 dataset
Level of theory: the ωB97M-V functional and the def2-TZVPD basis

Last column: natural (NBO) charge in e.
Element x y z (Å)
N 1.1304 0.3463 -0.4254  -0.745
C 1.0672 0.6976 0.8169  0.734
N 0.1934 1.5791 1.3655  -0.783
S -1.1817 2.0036 0.4441  2.171
O -1.7184 3.1483 1.0772  -0.881
O -0.8754 2.3258 -0.8938  -0.841
C -2.5661 0.7369 0.5375  0.450
F -3.2162 0.9778 1.6583  -0.280
F -3.3630 1.0353 -0.4413  -0.256
C -2.1298 -0.7400 0.5353  0.563
F -1.4763 -1.0774 -0.5639  -0.284
F -1.3798 -0.8996 1.6443  -0.317
C -3.3175 -1.7549 0.6930  0.563
F -4.3277 -1.4756 -0.1085  -0.280
F -3.7205 -1.7426 1.9595  -0.291
C -2.8712 -3.2288 0.3621  0.923
F -3.7379 -4.0551 0.8824  -0.288
F -1.6585 -3.4975 0.7641  -0.297
F -2.9671 -3.3961 -0.9411  -0.298
N 2.0153 0.1780 1.7391  -0.822
Br 1.8060 -1.6758 1.9566  0.253
B 3.4358 0.5697 1.3745  1.192
O 4.1887 0.0025 0.4100  -0.846
O 3.9787 1.6144 2.0425  -0.824
H 1.1423 1.0300 -1.2026  0.523
H 1.2540 -0.6237 -0.6991  0.459
H -0.0562 1.3339 2.3244  0.459
H 4.0343 -0.9498 0.3289  0.503
H 3.3838 1.8226 2.7788  0.496
O 3.9597 1.5370 -3.8804  -0.847
Cl 2.5961 1.1464 -4.1022  2.565
O 1.9109 1.0916 -2.8070  -0.981
O 2.5398 -0.1627 -4.6950  -0.854
O 1.9273 2.1033 -4.9345  -0.840

Cartesian forces, eV/Å:
-0.512 0.755 -0.674
1.140 -1.165 0.981
-0.535 -0.834 -1.150
-0.883 3.948 -0.790
-0.597 -0.286 2.215
1.264 -2.072 -1.213
0.572 -0.788 0.406
-0.058 0.026 1.087
-0.316 0.251 -1.456
-1.733 -0.500 0.458
0.738 0.293 -0.444
0.828 0.051 0.018
0.983 -0.713 0.163
-0.534 0.503 -0.355
-0.312 0.226 0.595
-1.121 0.981 -0.894
-0.524 -0.719 1.150
1.009 -0.252 0.534
0.561 0.034 -1.086
-1.143 -0.229 0.501
0.049 -0.147 -0.066
1.333 0.428 -0.381
-0.326 -0.804 0.489
-0.984 -0.194 0.442
-0.710 -0.164 -0.739
1.162 0.238 0.117
0.547 0.541 0.187
0.028 0.238 -0.536
0.336 0.433 -0.100
-0.108 -0.039 0.159
0.398 0.110 -0.745
-0.404 -0.099 0.749
-0.083 -0.002 0.201
-0.065 -0.049 0.173

Values from the calculation:
highest occupied orbital energy: -8.734 eV
frontier orbital gap: 5.431 eV